A molecular structure, C38H35ClN2PtSi2, computed with ωB97M-V/def2-TZVPD.

Calculated values
- Energy relative to the best compared isomer or geometry (same formula, charge and spin): 62.8 kcal per mole
- Molecular weight: 806.42 g/mol
- Spin multiplicity: 3
- Total charge: 0
- HOMO-LUMO gap (alpha / beta): 4.399 / 5.202 eV

Each line ends with the Löwdin spin population.
Atoms and positions in Å:
C 2.270 3.415 -2.968  0.032
C 2.283 2.037 -3.189  0.252
C 0.971 1.495 -2.922  0.001
H 3.108 1.466 -3.615  0.012
C 0.117 2.641 -2.447  0.014
C 1.003 3.809 -2.530  0.240
H 0.672 4.817 -2.375  0.014
H 3.104 4.110 -3.167  -0.003
H 0.532 0.586 -3.330  0.002
H -0.969 2.644 -2.587  0.001
Pt 0.757 1.563 -0.819  0.689
Si -1.779 -2.345 -0.439  -0.035
C -1.448 -3.820 0.935  -0.002
C -1.703 -3.674 2.311  0.008
H -2.200 -2.781 2.706  0.009
C -1.344 -4.686 3.231  0.002
H -1.566 -4.564 4.296  0.000
C -0.731 -5.845 2.750  -0.001
H -0.429 -6.619 3.451  0.000
C -0.461 -6.005 1.386  0.002
H 0.008 -6.920 1.010  0.000
C -0.808 -4.985 0.491  -0.002
H -0.592 -5.109 -0.571  0.000
C -3.568 -2.035 0.213  -0.003
C -4.426 -3.141 0.069  -0.002
H -4.039 -4.073 -0.330  -0.001
C -5.742 -3.086 0.535  0.001
H -6.394 -3.956 0.407  0.000
C -6.201 -1.939 1.164  0.001
H -7.238 -1.867 1.479  0.000
C -5.351 -0.852 1.399  0.002
H -5.690 0.043 1.922  0.000
C -4.020 -0.944 0.960  0.017
H -3.346 -0.144 1.272  0.016
H -1.586 -2.991 -1.765  -0.006
Si -0.380 -0.169 1.845  0.337
C -1.053 0.492 -0.139  0.024
C -1.398 -0.421 -1.313  -0.014
H -0.618 -0.973 -1.879  -0.007
C -2.411 0.091 -2.239  -0.041
H -2.540 -0.445 -3.184  -0.002
C -3.237 1.148 -1.934  0.016
H -4.056 1.458 -2.616  0.002
C -3.048 1.847 -0.715  -0.056
H -3.741 2.645 -0.461  -0.005
C -2.044 1.477 0.175  0.053
H -1.984 2.011 1.145  0.003
C 0.647 -1.707 0.848  0.070
C 1.293 -1.638 -0.433  0.005
H 1.124 -0.799 -1.130  0.000
C 2.213 -2.585 -0.912  0.004
H 2.593 -2.530 -1.944  0.001
C 2.689 -3.585 -0.078  -0.005
H 3.373 -4.361 -0.434  0.000
C 2.286 -3.510 1.265  0.001
H 2.700 -4.257 1.963  0.000
C 1.379 -2.555 1.699  0.000
H 1.222 -2.499 2.791  0.000
H -0.517 0.414 3.196  0.112
Cl 1.439 0.994 1.472  0.058
N 0.492 3.478 0.256  0.088
C 1.766 4.163 0.466  0.011
C 1.806 5.503 0.825  0.005
C 3.065 6.143 0.901  0.001
C 4.250 5.455 0.628  0.001
C 4.224 4.067 0.261  0.002
C 5.344 3.282 -0.090  0.003
C 5.162 1.968 -0.491  0.003
C 3.872 1.438 -0.607  0.010
N 2.801 2.190 -0.363  0.049
C 2.937 3.453 0.150  0.004
H 0.035 3.273 1.147  0.002
H -0.189 4.068 -0.231  0.002
H 0.892 6.072 1.061  0.001
H 3.140 7.214 1.164  0.000
H 5.240 5.931 0.673  0.000
H 6.318 3.755 -0.025  0.000
H 6.013 1.339 -0.735  0.000
H 3.705 0.417 -0.913  0.000